# 1
# C16H30N2O15S3

4 unconnected molecules or ions with the total composition C16H30N2O15S3 at a distorted geometry (ωB97M-V with the def2-TZVPD basis set, the OMol25 dataset).

Structure (XYZ):
```
66
Properties=species:S:1:pos:R:3:mulliken_charge:R:1
C -0.801 1.996 0.715 -0.80
C 0.368 0.813 0.834 -0.16
N 0.277 -0.208 -0.311 0.38
C 1.226 -1.372 -0.042 -0.84
C 0.584 -2.575 0.863 -0.72
C 1.339 -2.872 2.284 1.16
N 2.661 -2.217 2.611 -0.75
C 0.507 -2.662 3.706 -0.36
O 0.644 -3.823 4.632 -0.37
C 0.850 -5.042 3.818 0.54
O 0.567 -6.328 4.113 -0.58
C 1.535 -4.520 2.421 -0.91
C 0.649 0.420 -1.637 0.19
C 2.187 0.632 -2.206 -0.62
O -0.352 0.824 -2.452 -0.62
H -1.839 1.611 1.147 0.19
H -0.383 2.903 1.359 0.19
H -0.919 2.395 -0.382 0.31
H 1.441 1.270 0.963 0.33
H 0.127 0.242 1.843 0.03
H 1.499 -1.843 -1.104 0.20
H 2.220 -0.909 0.365 0.41
H -0.588 -2.434 1.037 0.06
H 0.667 -3.577 0.219 0.36
H 3.254 -2.260 1.729 0.35
H 2.457 -1.185 2.769 0.34
H 1.044 -1.792 4.317 0.23
H -0.641 -2.507 3.537 0.26
H 2.695 -4.696 2.382 0.32
H 1.012 -5.209 1.621 0.26
H 2.810 -0.384 -2.150 0.25
H 2.777 1.457 -1.621 0.30
H 2.136 0.883 -3.372 0.11
O -2.499 -5.143 -0.119 -0.53
S -3.579 -4.207 -0.338 1.09
O -4.704 -4.079 0.560 -0.55
O -4.145 -4.428 -1.851 -0.32
C -4.028 -3.210 -2.585 -0.36
C -2.841 -2.475 -1.968 -0.28
O -2.932 -2.728 -0.568 -0.21
H -4.955 -2.643 -2.453 0.30
H -3.878 -3.419 -3.647 0.31
H -2.867 -1.401 -2.168 0.33
H -1.892 -2.888 -2.325 0.22
O -0.953 3.891 4.357 -0.59
S -2.184 3.349 3.825 1.09
O -2.244 2.104 3.096 -0.46
O -2.908 4.507 2.936 -0.30
C -4.207 4.770 3.465 -0.30
C -4.115 4.445 4.953 -0.36
O -3.279 3.293 5.033 -0.31
H -4.920 4.109 2.961 0.28
H -4.488 5.811 3.286 0.30
H -5.093 4.243 5.397 0.31
H -3.626 5.256 5.504 0.29
O 2.503 3.719 -3.663 -0.51
S 3.764 3.143 -4.073 1.15
O 4.744 2.645 -3.136 -0.54
O 4.498 4.191 -5.083 -0.30
C 4.731 3.557 -6.340 -0.38
C 3.629 2.510 -6.478 -0.33
O 3.457 1.974 -5.168 -0.31
H 5.719 3.088 -6.306 0.29
H 4.705 4.293 -7.148 0.31
H 3.892 1.720 -7.186 0.31
H 2.683 2.970 -6.781 0.29
```

The total energy is -83267.207 eV. The HOMO energy is -9.4 eV. The LUMO energy is 0.406 eV.

# 2
# C44H38BrF5ILaN9O7S2

A molecular structure, C44H38BrF5ILaN9O7S2 at a distorted geometry (ωB97M-V with the def2-TZVPD basis set, the OMol25 dataset).

Structure (XYZ):
```
108
Properties=species:S:1:pos:R:3:mulliken_charge:R:1
La 0.498 -0.113 0.128 3.13
N -0.887 -0.598 4.565 -0.30
C -0.512 -0.858 3.331 0.40
O -0.227 0.097 2.596 -0.61
C -0.418 -2.274 2.903 -1.27
C -0.415 -2.395 1.340 -1.58
H -0.732 0.336 4.865 0.28
H -1.162 -1.344 5.230 0.25
H -1.268 -2.818 3.311 0.57
H 0.487 -2.700 3.357 0.39
H -1.412 -2.252 0.916 0.62
H -0.045 -3.375 1.046 0.64
N -0.229 -1.904 -1.826 -0.06
C 0.204 -1.857 -3.250 -0.62
C -0.257 -0.604 -3.963 -0.26
C 0.239 0.814 -3.431 -0.88
N -0.248 1.305 -2.168 -0.43
H -0.069 -2.750 -1.234 0.26
H -1.270 -1.758 -1.770 0.00
H -0.041 -2.857 -3.780 0.32
H 1.299 -1.816 -3.309 0.25
H -1.365 -0.605 -3.861 -0.19
H -0.096 -0.711 -5.021 0.58
H -0.189 1.468 -4.165 0.56
H 1.353 0.901 -3.550 0.25
H -1.268 1.349 -2.116 0.23
H 0.119 2.228 -1.992 0.21
N -6.281 8.671 3.066 -0.53
C -5.532 7.791 2.866 0.00
C -4.458 6.886 2.632 0.43
C -3.298 7.405 2.038 -0.84
C -2.194 6.645 1.694 -0.92
C -2.379 5.270 1.851 1.30
C -3.483 4.750 2.503 0.10
C -4.570 5.554 2.892 -1.09
N -1.370 4.399 1.406 0.36
C -0.091 4.763 1.081 -0.31
C 0.576 3.615 0.819 -1.32
N -0.237 2.501 1.060 0.65
C -1.367 3.032 1.478 -0.68
H -3.179 8.444 1.842 0.44
H -1.330 7.137 1.244 0.29
H -3.597 3.716 2.547 0.34
H -5.469 5.116 3.283 0.57
H 0.317 5.780 1.010 0.30
H 1.528 3.515 0.446 0.55
H -2.189 2.471 1.769 0.22
O -5.904 0.615 5.544 -0.54
C -6.082 1.390 4.442 0.52
O -6.798 2.313 4.510 -0.53
C -5.233 1.012 3.305 1.47
C -5.398 1.736 2.116 -0.78
C -4.637 1.407 0.967 -0.85
C -3.635 0.342 0.987 -0.65
S -2.676 0.173 -0.428 0.08
C -3.654 -0.449 2.147 -1.12
C -4.448 -0.119 3.305 -0.90
H -5.259 -0.102 5.463 0.27
H -6.080 2.599 2.020 0.47
H -4.603 1.946 0.009 0.33
H -3.048 -1.295 2.206 0.98
H -4.322 -0.758 4.155 0.16
F 6.988 2.791 2.155 -0.31
C 5.859 2.418 1.477 0.49
C 5.635 2.917 0.194 0.43
F 6.441 3.841 -0.348 -0.29
C 4.475 2.574 -0.454 0.00
F 4.238 3.072 -1.685 -0.36
C 3.523 1.677 0.100 -0.51
O 2.403 1.291 -0.529 -0.31
C 3.793 1.265 1.405 0.29
F 2.930 0.369 2.033 -0.17
C 4.903 1.681 2.106 0.02
F 5.164 1.266 3.377 -0.31
Br -3.357 -4.846 -4.406 -0.16
C -3.947 -3.062 -4.212 0.30
C -3.898 -2.158 -5.290 -0.21
C -4.318 -0.869 -5.148 -0.76
C -4.736 -0.433 -3.882 -0.49
C -4.859 -1.311 -2.812 -0.65
C -4.537 -2.655 -2.996 -0.17
I -4.999 -3.911 -1.463 0.20
H -3.595 -2.566 -6.264 0.37
H -4.286 -0.148 -5.921 0.42
H -5.012 0.571 -3.669 0.44
H -5.359 -1.042 -1.941 0.63
O 10.050 -4.967 -3.083 -0.70
S 9.413 -4.385 -1.886 1.21
O 9.128 -2.960 -1.991 -0.66
O 10.080 -4.750 -0.677 -0.69
C 7.832 -5.219 -1.714 0.08
N 7.712 -6.522 -1.924 -0.48
C 6.449 -6.962 -1.986 -0.23
C 5.323 -6.247 -1.678 -0.77
C 5.577 -4.955 -1.330 0.17
N 6.809 -4.394 -1.500 -0.34
C 4.502 -3.934 -1.082 1.29
C 3.532 -4.296 -0.167 -1.13
C 2.623 -3.290 0.204 -0.37
N 2.575 -2.033 -0.231 0.59
C 3.500 -1.766 -1.149 -0.58
C 4.530 -2.619 -1.575 -1.53
H 6.445 -7.989 -2.444 0.37
H 4.360 -6.706 -1.793 0.46
H 3.633 -5.240 0.343 0.48
H 1.918 -3.539 1.041 0.04
H 3.501 -0.739 -1.471 0.65
H 5.352 -2.402 -2.163 0.73
```

The total energy is -188252.156 eV. For the energy relative to the best compared isomer or geometry (same formula, charge and spin), the calculation gives 2.152 eV. The HOMO energy is -5.3 eV. Its net charge is -1. The LUMO energy is 0.904 eV.

# 3
# C4H6O3Zn

A molecular structure, C4H6O3Zn at a distorted geometry (ωB97M-V with the def2-TZVPD basis set, the OMol25 dataset).

Structure (XYZ):
```
14
Properties=species:S:1:pos:R:3:mulliken_charge:R:1
O 1.158 0.864 -0.219 -0.80
Zn 3.076 0.596 -0.249 0.81
O 2.193 -1.054 -0.035 -0.58
C 1.125 -0.411 -0.160 1.52
O -0.056 -0.989 -0.179 -0.20
C -0.147 -2.424 -0.073 -0.57
H -1.212 -2.654 -0.149 0.22
H 0.408 -2.884 -0.896 0.31
H 0.250 -2.741 0.897 0.32
C -0.835 2.355 -0.236 -0.31
C -1.465 2.094 0.794 0.09
H -0.623 2.727 -1.233 0.41
H -1.779 1.567 1.688 0.41
H -2.092 2.954 0.050 0.37
```

The total energy is -58783.058 eV. For the energy relative to the best compared isomer or geometry (same formula, charge and spin), the calculation gives 0.000 eV. The HOMO energy is -19.3 eV. Its net charge is +2. The LUMO energy is -11.058 eV.

# 4
# C19H24ClN4O5P2S2Tc

A molecular structure, C19H24ClN4O5P2S2Tc at a distorted geometry (ωB97M-V with the def2-TZVPD basis set, the OMol25 dataset).

Structure (XYZ):
```
58
Properties=species:S:1:pos:R:3:mulliken_charge:R:1
Tc 0.675 -0.380 -0.008 0.15
S 0.529 -2.181 1.706 -0.29
C 2.144 -2.328 2.115 0.52
S 3.240 -0.724 2.063 0.28
C 2.816 -3.439 2.509 0.50
C 2.302 -4.727 2.238 -0.07
N 1.858 -5.751 1.976 -0.43
C 4.061 -3.361 3.171 -0.10
N 5.031 -3.322 3.781 -0.42
C -0.174 2.647 -1.918 -1.29
P 0.910 1.170 -1.873 1.69
C 2.521 1.928 -2.226 -1.46
C 0.373 0.238 -3.353 0.29
C 0.773 0.568 -4.643 -0.59
C 0.313 -0.161 -5.730 -0.80
C -0.550 -1.227 -5.536 -0.78
C -0.953 -1.565 -4.255 -0.78
C -0.496 -0.842 -3.161 0.00
P -0.993 -1.254 -1.458 1.64
C -1.179 -3.056 -1.391 -1.58
C -2.727 -0.683 -1.364 -1.33
H -0.176 3.069 -2.923 0.43
H 0.224 3.380 -1.218 0.43
H -1.187 2.388 -1.626 0.32
H 2.434 2.601 -3.080 0.49
H 3.264 1.153 -2.438 0.36
H 2.815 2.496 -1.341 0.42
H 1.450 1.392 -4.809 0.37
H 0.630 0.103 -6.728 0.43
H -0.905 -1.793 -6.383 0.43
H -1.621 -2.400 -4.109 0.36
H -1.996 -3.393 -2.026 0.48
H -1.398 -3.327 -0.358 0.48
H -0.244 -3.523 -1.691 0.42
H -3.309 -1.102 -2.185 0.44
H -2.755 0.402 -1.411 0.32
H -3.151 -1.015 -0.418 0.43
N -0.435 0.702 1.163 -0.30
C -0.805 1.083 2.208 0.41
N -1.250 1.473 3.344 0.07
C -0.713 2.616 4.070 -0.55
C -1.869 3.583 4.362 -0.55
O -2.893 2.929 5.065 -0.36
C -3.435 1.861 4.333 -0.55
C -2.354 0.811 4.029 -0.53
H 0.075 3.092 3.488 0.40
H -0.301 2.256 5.018 0.29
H -2.252 4.003 3.419 0.31
H -1.537 4.393 5.010 0.36
H -3.871 2.224 3.390 0.32
H -4.225 1.435 4.956 0.36
H -2.744 0.005 3.407 0.39
H -1.977 0.398 4.970 0.27
O 4.419 -1.225 1.388 -0.54
Cl 3.485 -1.415 -1.112 0.91
O 1.904 -1.493 -1.102 -0.64
O 3.869 -0.776 -2.411 -0.44
O 2.361 0.066 1.110 -0.44
```

The total energy is -91247.030 eV. For the energy relative to the best compared isomer or geometry (same formula, charge and spin), the calculation gives 0.000 eV. The HOMO energy (alpha / beta) is -10.8 / -10.9 eV. Its net charge is +1. The LUMO energy (alpha / beta) is -2.948 / -6.494 eV. The spin multiplicity is 4.

What is the formula in the third record?
C4H6O3Zn